{"formula": "C31H21BiCl4GeNO2Te4", "method": "ωB97M-V with the def2-TZVPD basis set", "homo_lumo_gap_ev": 5.447, "total_charge": -1, "elements": ["Bi", "Te", "Te", "Te", "Te", "Cl", "C", "C", "Cl", "C", "Cl", "C", "O", "C", "O", "C", "Cl", "Ge", "C", "C", "C", "C", "C", "C", "C", "C", "C", "C", "C", "C", "H", "H", "H", "H", "H", "H", "H", "H", "H", "H", "H", "N", "C", "C", "C", "C", "C", "C", "C", "C", "C", "C", "C", "C", "C", "H", "H", "H", "H", "H", "H", "H", "H", "H", "H"], "xyz": [[0.2475, 0.3139, 0.4555], [2.4808, -0.4309, 2.4680], [3.2197, 2.0667, 3.1572], [0.7429, 2.9015, 3.7837], [-0.1632, 3.0025, 1.2357], [-4.2963, -0.4840, -5.1065], [-3.2514, 0.2465, -3.9340], [-2.9674, 1.5986, -3.9934], [-3.6679, 2.5845, -5.2344], [-2.0811, 2.1673, -3.0682], [-1.6718, 3.8462, -3.1450], [-1.4498, 1.3983, -2.0925], [-0.5654, 1.8521, -1.2525], [-1.7613, -0.0011, -2.0209], [-1.1285, -0.7204, -1.1211], [-2.6515, -0.5412, -2.9405], [-2.9103, -2.2541, -2.8906], [1.8847, -0.3486, -1.6509], [3.5484, 0.5043, -1.1194], [4.7055, -0.2523, -0.9449], [5.8882, 0.3530, -0.5517], [5.9214, 1.7209, -0.3133], [4.7713, 2.4806, -0.4706], [3.5901, 1.8748, -0.8723], [1.1740, 0.2283, -3.3493], [1.3128, 1.5396, -3.7995], [0.7615, 1.9260, -5.0093], [0.0536, 1.0075, -5.7752], [-0.0939, -0.2992, -5.3343], [0.4648, -0.6858, -4.1249], [1.9532, -1.8828, -1.5749], [4.6826, -1.3267, -1.0995], [6.7815, -0.2450, -0.4131], [6.8429, 2.1925, 0.0107], [4.7839, 3.5430, -0.2604], [2.6883, 2.4748, -0.9557], [1.8231, 2.2757, -3.1878], [0.8529, 2.9527, -5.3393], [-0.4069, 1.3202, -6.7061], [-0.6744, -1.0092, -5.9120], [0.3081, -1.6990, -3.7654], [-0.9678, -0.4704, 2.0534], [-1.2701, -1.6596, 2.3715], [-2.0707, -1.7967, 3.6381], [-1.7994, -0.9468, 4.7095], [-2.5427, -1.0421, 5.8749], [-3.5709, -1.9702, 5.9735], [-3.8490, -2.8116, 4.9063], [-3.0936, -2.7343, 3.7445], [-0.8085, -2.9454, 1.7595], [-0.8466, -3.1826, 0.3883], [-0.3845, -4.3914, -0.1189], [0.1308, -5.3603, 0.7265], [0.1740, -5.1273, 2.0948], [-0.3078, -3.9349, 2.6109], [-1.0076, -0.2136, 4.6026], [-2.3219, -0.3858, 6.7089], [-4.1554, -2.0390, 6.8838], [-4.6549, -3.5322, 4.9786], [-3.2987, -3.4005, 2.9138], [-1.2394, -2.4329, -0.2870], [-0.4369, -4.5678, -1.1870], [0.4942, -6.2991, 0.3233], [0.5786, -5.8772, 2.7641], [-0.2822, -3.7590, 3.6792]]}

=====

{"formula": "C31H21F9IrN8O5S4", "method": "ωB97M-V with the def2-TZVPD basis set", "homo_lumo_gap_ev": [6.359, 4.740], "multiplicity": 2, "elements": ["Ir", "N", "C", "S", "N", "N", "C", "C", "C", "C", "C", "C", "C", "C", "C", "C", "C", "C", "N", "H", "H", "H", "H", "H", "H", "H", "H", "H", "H", "H", "C", "C", "N", "C", "C", "N", "C", "O", "O", "C", "O", "O", "H", "H", "H", "H", "H", "S", "C", "S", "C", "N", "N", "C", "C", "C", "C", "C", "C", "S", "H", "H", "H", "H", "H", "F", "C", "F", "F", "C", "O", "C", "F", "F", "F", "C", "F", "F", "F"], "xyz": [[0.0772, -0.7761, 0.8579], [-2.8876, -0.6604, 3.9824], [-2.1291, -0.6570, 2.8664], [-0.4092, -0.8567, 3.1028], [-2.7593, -0.4886, 1.7387], [-1.9382, -0.4553, 0.6664], [-2.3840, -0.5015, -0.5460], [-3.7921, -0.7763, -0.9131], [-4.0334, -1.7514, -1.8853], [-5.3286, -2.0925, -2.2360], [-6.4022, -1.4589, -1.6265], [-6.1714, -0.5009, -0.6502], [-4.8759, -0.1694, -0.2836], [-1.3375, -0.3366, -1.5869], [-1.6128, -0.0172, -2.9071], [-0.5603, 0.2206, -3.7802], [0.7440, 0.1455, -3.3224], [0.9627, -0.1716, -1.9924], [-0.0546, -0.4086, -1.1659], [-2.4786, -0.9745, 4.8446], [-3.8823, -0.7564, 3.8677], [-3.2027, -2.2727, -2.3425], [-5.4977, -2.8613, -2.9781], [-7.4152, -1.7216, -1.9016], [-7.0047, -0.0175, -0.1576], [-4.7089, 0.5420, 0.5108], [-2.6378, 0.0608, -3.2356], [-0.7654, 0.4737, -4.8119], [1.5882, 0.3281, -3.9708], [1.9556, -0.2567, -1.5688], [-3.2930, 2.8829, 0.6999], [-1.8285, 3.0562, 0.9135], [-0.9200, 2.1045, 0.9544], [0.2699, 2.7301, 1.1676], [0.0949, 4.0877, 1.2619], [-1.2523, 4.2680, 1.1036], [0.9496, 5.2883, 1.4465], [2.2420, 5.0969, 1.5619], [0.4255, 6.3795, 1.4718], [1.5209, 1.9515, 1.2297], [2.6072, 2.5148, 1.3630], [1.4377, 0.6634, 1.1399], [-3.7266, 2.2828, 1.5009], [-3.4774, 2.3680, -0.2443], [-3.7961, 3.8477, 0.6630], [-1.6844, 5.1798, 1.1165], [2.4711, 4.1250, 1.4934], [6.5426, 0.9565, 2.5183], [5.3319, 0.2217, 1.6845], [4.1818, -0.9148, 2.3354], [3.4147, -1.0393, 0.7838], [3.9535, -0.3148, -0.1315], [5.0230, 0.3722, 0.3635], [5.7131, 1.2596, -0.5281], [5.0351, 2.3521, -1.0395], [5.6940, 3.2014, -1.9167], [7.0155, 2.9574, -2.2620], [7.6835, 1.8613, -1.7315], [7.0310, 1.0039, -0.8596], [2.0524, -2.0803, 0.4898], [4.0169, 2.5340, -0.7249], [5.1770, 4.0629, -2.3190], [7.5299, 3.6260, -2.9399], [8.7161, 1.6749, -1.9949], [7.5367, 0.1520, -0.4259], [-0.4386, -5.6969, 2.2897], [0.1032, -4.6155, 1.7104], [1.1844, -5.0256, 1.0506], [0.4905, -3.7985, 2.6801], [-0.9260, -3.9235, 0.7453], [-0.6856, -2.6395, 0.3610], [-2.3547, -4.0447, 1.3794], [-3.2164, -3.2490, 0.7425], [-2.3367, -3.6686, 2.6667], [-2.8470, -5.2820, 1.3258], [-0.9239, -4.7265, -0.5994], [-2.0062, -4.4072, -1.3272], [-0.9357, -6.0483, -0.4183], [0.1454, -4.4185, -1.3271]]}

=====

{"formula": "C31H21N5O8PRhSe2", "method": "ωB97M-V with the def2-TZVPD basis set", "homo_lumo_gap_ev": [5.229, 4.932], "elements": ["Rh", "O", "C", "N", "C", "O", "C", "C", "C", "C", "C", "N", "C", "C", "C", "C", "C", "N", "H", "H", "H", "H", "H", "H", "H", "H", "Se", "P", "Se", "C", "C", "C", "C", "C", "C", "C", "C", "C", "C", "C", "C", "H", "H", "H", "H", "H", "H", "H", "H", "H", "H", "O", "C", "O", "C", "C", "C", "C", "C", "C", "N", "O", "O", "N", "O", "O", "H", "H", "H"], "xyz": [[-1.3643, -1.4107, 1.7591], [-0.3359, -0.6843, 5.6254], [-0.5479, -1.0903, 4.5120], [-1.3045, -0.5086, 3.5171], [-1.8045, 0.7835, 3.5556], [-1.7825, 1.5527, 4.4801], [-2.4163, 1.1871, 2.2264], [-2.9456, 2.4464, 2.0641], [-3.4546, 2.7977, 0.8212], [-3.4279, 1.8689, -0.2038], [-2.8881, 0.6153, 0.0346], [-2.3866, 0.2905, 1.2233], [0.0484, -2.4040, 4.0430], [0.9105, -3.1103, 4.8517], [1.4199, -4.3128, 4.3870], [1.0274, -4.7744, 3.1418], [0.1604, -4.0091, 2.3835], [-0.3025, -2.8383, 2.8212], [-2.9227, 3.1268, 2.9033], [-3.8610, 3.7872, 0.6609], [-3.8134, 2.0959, -1.1876], [-2.8412, -0.1476, -0.7293], [1.1537, -2.6974, 5.8202], [2.1100, -4.8853, 4.9920], [1.3870, -5.7137, 2.7474], [-0.1909, -4.3270, 1.4112], [-2.6513, -2.8649, 0.5147], [-0.5875, -2.5790, -1.7321], [0.4717, -1.6873, -0.0046], [-1.0950, -1.1475, -2.7550], [-2.0106, -1.4060, -3.7760], [-2.4386, -0.3881, -4.6132], [-1.9580, 0.9039, -4.4358], [-1.0474, 1.1679, -3.4241], [-0.6138, 0.1476, -2.5851], [0.7164, -3.3226, -2.7666], [1.7938, -2.5703, -3.2377], [2.7649, -3.1663, -4.0234], [2.6652, -4.5143, -4.3522], [1.5976, -5.2661, -3.8890], [0.6245, -4.6709, -3.0944], [-2.3962, -2.4100, -3.9134], [-3.1478, -0.6013, -5.4020], [-2.2890, 1.6992, -5.0907], [-0.6602, 2.1700, -3.2882], [0.1105, 0.3627, -1.8075], [1.8744, -1.5196, -2.9834], [3.6021, -2.5808, -4.3795], [3.4241, -4.9760, -4.9702], [1.5198, -6.3148, -4.1436], [-0.2093, -5.2581, -2.7280], [1.8084, 0.5683, -0.1613], [1.2468, 1.1970, 0.7673], [0.4393, 0.7465, 1.5979], [1.5102, 2.6915, 0.8271], [0.6378, 3.5053, 1.5340], [0.8454, 4.8690, 1.5318], [1.9065, 5.4676, 0.8854], [2.7582, 4.6228, 0.2026], [2.5795, 3.2546, 0.1430], [3.9032, 5.2273, -0.5176], [4.6561, 4.4768, -1.0966], [4.0142, 6.4331, -0.4771], [-0.1257, 5.7367, 2.2321], [-1.1944, 5.2455, 2.5317], [0.2037, 6.8779, 2.4609], [-0.1879, 3.0705, 2.0788], [2.0593, 6.5353, 0.9056], [3.2519, 2.6290, -0.4258]]}

=====

no.,E (Eh)
1,-6603.6375
2,-4604.1936
3,-7324.2538